[1]
{
  "formula": "C12H25F6O5PSi2",
  "method": "ωB97M-V/def2-TZVPD",
  "orbital_gap_ev": 8.42,
  "total_energy_ha": -2367.94125,
  "charge": 0,
  "species": ["C", "C", "P", "C", "C", "Si", "O", "Si", "H", "H", "H", "H", "H", "H", "H", "H", "H", "H", "H", "H", "H", "H", "H", "C", "C", "O", "C", "O", "C", "F", "F", "F", "H", "H", "H", "H", "H", "C", "C", "O", "C", "O", "C", "F", "F", "F", "H", "H", "H", "H", "H"],
  "coordinates": [[0.8375, -2.6386, 0.8560], [1.5089, -1.2204, 1.3461], [0.1395, 0.0570, 1.7220], [0.8151, 1.6713, 2.4866], [1.6736, 2.4482, 1.2808], [-1.5405, -0.7921, 2.8517], [-2.9385, 0.2853, 2.6479], [-3.7195, -0.0555, 1.0839], [0.7616, -3.3254, 1.8078], [1.5496, -3.0828, 0.0169], [-0.2364, -2.4506, 0.3774], [2.2378, -1.4103, 2.2653], [2.1832, -0.7763, 0.4692], [-0.0021, 2.4433, 2.8261], [1.6062, 1.5077, 3.3579], [2.7571, 2.7494, 1.6200], [1.0611, 3.3429, 0.8113], [1.8175, 1.6527, 0.4090], [-1.9415, -2.0963, 2.2761], [-1.3038, -0.9810, 4.2761], [-3.3927, 1.0011, 0.0993], [-3.3223, -1.3709, 0.5693], [-5.1845, -0.0561, 1.2738], [8.3032, 2.5406, -0.3329], [7.8837, 2.6211, 1.1230], [6.5582, 2.0960, 1.2935], [6.4596, 0.7338, 1.4166], [7.4220, -0.0275, 1.3850], [5.0064, 0.3190, 1.6429], [4.1365, 0.9710, 0.8184], [4.5903, 0.5804, 2.9156], [4.7933, -1.0115, 1.4390], [7.5679, 3.0379, -0.9735], [9.2790, 3.0115, -0.4815], [8.3653, 1.5005, -0.6681], [7.8534, 3.6695, 1.4378], [8.5979, 2.1092, 1.7785], [-5.3477, -2.1958, -2.0636], [-6.5184, -1.2315, -2.1095], [-6.6321, -0.6412, -3.4135], [-7.2997, -1.3814, -4.3552], [-7.7835, -2.4886, -4.1383], [-7.3908, -0.6155, -5.6743], [-6.2146, -0.0161, -6.0193], [-8.3233, 0.3791, -5.6268], [-7.7334, -1.4079, -6.7288], [-4.4262, -1.6980, -2.3820], [-5.2078, -2.5874, -1.0522], [-5.5050, -3.0390, -2.7435], [-6.3457, -0.4124, -1.4035], [-7.4551, -1.7184, -1.8140]],
  "forces_ev_per_angstrom": [[0.2396, 0.5998, -0.1143], [1.3605, -0.4291, 0.0283], [0.4356, 0.7742, -1.0538], [1.8404, 1.5040, 0.2058], [-0.1550, -0.9275, -0.8516], [-1.5864, 1.0761, 0.3566], [0.9467, -2.2769, -2.3158], [0.6555, 1.1347, 1.9702], [0.0344, 1.1427, -2.1786], [-1.6344, 0.6649, 1.9789], [2.3427, -0.4820, 1.0728], [-1.5606, 0.3505, -1.9455], [-1.5890, -0.8852, 1.9448], [1.3352, -2.0040, -0.4639], [-1.9425, 0.2091, -1.5981], [-2.4046, -0.3081, -0.5587], [1.3774, -1.7827, 1.1579], [-0.2440, 1.8585, 1.7036], [0.2589, 0.0246, -0.0027], [-0.1687, 0.0902, 0.4844], [0.0544, -0.0979, 0.1075], [0.1050, -0.0997, -0.0543], [0.0172, -0.0038, 0.1299], [-0.1441, -0.2719, -0.2283], [0.7805, 0.3392, -0.2001], [-0.7779, -1.8081, 0.4353], [3.2449, 0.5299, -0.2887], [-2.6608, 1.3780, 0.1349], [-2.4111, -0.8964, 0.1806], [1.2868, -0.4730, 0.5140], [0.7438, -0.0285, -0.9195], [0.7799, 1.3049, 0.1205], [0.1307, 0.0645, 0.1485], [-0.1330, -0.0419, 0.0690], [0.0931, 0.1297, 0.1255], [-0.3501, -0.2630, 0.0287], [-0.3081, -0.1085, -0.1441], [0.1048, -0.1826, -0.3091], [0.1621, -0.3649, 0.7323], [-0.9898, -0.4681, -1.6476], [-0.1526, -1.8392, 2.6817], [0.9842, 2.6027, -1.0406], [-0.0606, 1.1592, -2.4254], [-0.8436, -0.6860, 0.6676], [0.6645, -0.9511, 0.4315], [0.3076, 0.4068, 1.4325], [-0.1150, 0.0277, 0.1575], [-0.0496, 0.0830, -0.1053], [-0.0729, 0.0790, 0.1687], [-0.0756, 0.0817, -0.4120], [0.1435, 0.0647, -0.3121]]
}


[2]
{
  "formula": "C12H25GaN3S2",
  "method": "ωB97M-V/def2-TZVPD",
  "orbital_gap_ev": 7.46,
  "total_energy_ha": -3357.74512,
  "charge": -1,
  "species": ["S", "Ga", "S", "H", "H", "H", "H", "C", "C", "C", "C", "N", "H", "H", "H", "H", "H", "H", "H", "C", "C", "C", "C", "N", "H", "H", "H", "H", "H", "H", "H", "C", "C", "C", "C", "N", "H", "H", "H", "H", "H", "H", "H"],
  "coordinates": [[2.4455, 1.1601, 5.6633], [2.5527, -0.4891, 4.0227], [4.3413, -1.8938, 4.5077], [3.7481, 1.4124, 5.7762], [1.1901, -1.3070, 4.0808], [2.7738, 0.1268, 2.5612], [5.3615, -1.0534, 4.3384], [2.8688, -5.1723, -0.3469], [3.7338, -3.9195, -0.2729], [3.3683, -3.0096, 0.9042], [1.9952, -2.5307, 0.8190], [0.9277, -2.1146, 0.8088], [1.8192, -4.9171, -0.4976], [3.1789, -5.8099, -1.1757], [2.9452, -5.7541, 0.5731], [3.6467, -3.3572, -1.2047], [4.7824, -4.2037, -0.1696], [4.0149, -2.1338, 0.9474], [3.4800, -3.5314, 1.8555], [-4.0752, 0.3977, 0.7444], [-2.8459, -0.5045, 0.7626], [-1.6149, 0.1596, 1.3890], [-1.2318, 1.3514, 0.6418], [-0.9258, 2.2757, 0.0347], [-3.9006, 1.2914, 0.1431], [-4.9340, -0.1233, 0.3202], [-4.3405, 0.7186, 1.7534], [-2.6035, -0.8177, -0.2543], [-3.0640, -1.4106, 1.3291], [-0.7756, -0.5349, 1.3948], [-1.8164, 0.4498, 2.4210], [-1.4296, 4.2916, -4.6696], [-1.9232, 4.3538, -3.2291], [-2.6667, 3.0869, -2.7970], [-3.8550, 2.8533, -3.6140], [-4.7944, 2.6816, -4.2499], [-2.2604, 4.2002, -5.3709], [-0.8763, 5.1949, -4.9258], [-0.7657, 3.4383, -4.8180], [-2.5789, 5.2170, -3.1008], [-1.0786, 4.4891, -2.5534], [-2.9746, 3.1609, -1.7549], [-2.0152, 2.2166, -2.8786]],
  "forces_ev_per_angstrom": [[-0.2912, -0.0487, 0.0268], [-0.0655, 0.2703, -0.2493], [-0.1074, -0.4557, 0.0991], [0.2210, -0.0117, -0.0756], [0.0726, -0.0938, 0.1690], [0.1427, 0.0489, 0.0827], [0.0312, 0.2333, -0.1022], [0.0318, 0.0204, -0.0350], [-0.0276, -0.0710, 0.0045], [0.0968, -0.1368, -0.1723], [0.0410, 0.1920, 0.2859], [-0.3204, -0.0816, -0.2648], [-0.0192, 0.0158, 0.0296], [0.0003, -0.0148, -0.0006], [-0.0056, -0.0023, 0.0189], [0.0144, 0.0264, -0.0097], [0.0200, 0.0402, 0.0260], [0.0202, 0.0278, 0.0865], [0.0427, 0.0479, 0.0577], [0.0265, -0.0549, -0.0199], [-0.1419, 0.0393, 0.0175], [-0.1795, -0.1521, -0.0182], [0.2227, -0.0352, 0.0796], [-0.1071, 0.1870, -0.1972], [0.0166, 0.0242, 0.0128], [-0.0106, 0.0033, 0.0013], [-0.0011, 0.0137, 0.0145], [0.0400, -0.0294, -0.0012], [0.0553, -0.0236, 0.0128], [0.1251, 0.0319, 0.0158], [0.0256, 0.0249, 0.0317], [-0.0260, 0.0231, 0.0308], [0.1027, 0.0376, -0.0765], [0.0588, 0.1177, -0.0133], [-0.0248, -0.0615, 0.0866], [-0.1145, 0.0009, -0.1272], [-0.0143, -0.0290, 0.0010], [0.0171, 0.0032, -0.0056], [0.0109, -0.0141, -0.0018], [-0.0227, 0.0019, 0.0267], [-0.0225, -0.0399, 0.0640], [0.0422, -0.0471, 0.0424], [0.0240, -0.0283, 0.0460]]
}


[3]
{
  "formula": "C12H25N3O4Tc",
  "method": "ωB97M-V/def2-TZVPD",
  "orbital_gap_ev": [5.61, 6.60],
  "total_energy_ha": -1016.56603,
  "charge": 4,
  "spin_multiplicity": 4,
  "relative_energy_kcal_mol": 21.6,
  "species": ["Tc", "C", "N", "C", "C", "O", "C", "O", "C", "C", "O", "N", "C", "C", "H", "H", "H", "H", "H", "H", "H", "H", "H", "H", "H", "H", "H", "H", "H", "H", "C", "N", "C", "C", "C", "O", "H", "H", "H", "H", "H", "H", "H", "H", "H"],
  "coordinates": [[0.6926, -0.3512, -0.3917], [-2.4435, 4.0341, -0.2891], [-1.1975, 3.3215, -0.5618], [-0.0777, 4.1391, -1.0321], [-1.1020, 2.0424, -0.3959], [0.0377, 1.4194, -0.6119], [-2.2707, 1.2057, 0.0921], [-1.8488, -0.1441, 0.2856], [-2.5686, -1.1796, -0.3781], [-1.6867, -1.7885, -1.4545], [-0.4399, -1.3560, -1.4568], [-2.0982, -2.6824, -2.2943], [-1.2317, -3.2461, -3.3274], [-3.4814, -3.1564, -2.2641], [-2.4368, 4.9882, -0.8107], [-2.5400, 4.2533, 0.7798], [-3.3285, 3.4773, -0.5960], [-0.2898, 4.5093, -2.0391], [0.8499, 3.5823, -1.0602], [0.0261, 5.0183, -0.3949], [-3.1164, 1.2767, -0.5972], [-2.5949, 1.6030, 1.0598], [-3.5174, -0.8277, -0.7896], [-2.7918, -1.9524, 0.3661], [-0.2783, -2.7354, -3.3840], [-1.7386, -3.1811, -4.2936], [-1.0644, -4.3113, -3.1414], [-3.8297, -3.3234, -1.2443], [-3.5614, -4.0852, -2.8238], [-4.1493, -2.4318, -2.7437], [3.1836, -2.3780, 2.0612], [3.5026, -0.9913, 2.3842], [4.4540, -0.7963, 3.4736], [3.0050, 0.0225, 1.7356], [3.4857, 1.4120, 1.9700], [2.0695, -0.1657, 0.8127], [4.1133, -2.9417, 1.9696], [2.6319, -2.4693, 1.1300], [2.6116, -2.8351, 2.8719], [4.4147, -1.6536, 4.1422], [4.2562, 0.1115, 4.0366], [5.4833, -0.7336, 3.1028], [4.5706, 1.4569, 1.8398], [3.2720, 1.7381, 2.9911], [3.0238, 2.1055, 1.2715]],
  "forces_ev_per_angstrom": [[-1.2821, 1.8632, 0.2696], [-0.8618, 0.4445, 0.3402], [0.4904, -1.0702, -0.0807], [0.4691, 0.5859, -0.3356], [-1.0576, 0.7808, 0.2999], [1.3165, -1.1586, -0.2990], [-0.0822, 0.0166, 0.2964], [0.4474, 0.0481, -0.2214], [-0.0848, -0.1416, 0.1406], [-1.3835, -0.6145, 0.0202], [1.2747, -0.2779, -0.4858], [0.8358, 0.8378, 0.5506], [0.3719, -0.5045, -0.6547], [-0.9490, -0.0875, 0.0188], [0.1053, -0.0797, -0.1250], [0.2192, -0.0821, -0.0214], [0.1450, -0.0613, -0.1423], [-0.1860, -0.1387, 0.0387], [0.0026, -0.0867, 0.0992], [-0.0782, -0.1330, 0.1512], [0.0771, -0.0086, -0.0620], [-0.0451, -0.0191, -0.0219], [0.0396, 0.0146, -0.0256], [-0.0650, 0.0255, -0.0177], [-0.0219, 0.0825, 0.0564], [-0.0997, 0.1465, 0.1196], [-0.1083, 0.0819, 0.2096], [0.1457, -0.0533, -0.0011], [0.1782, -0.0278, 0.0419], [0.1924, 0.0404, -0.0371], [-0.0884, -0.6844, 0.1581], [-0.9163, 0.6034, -1.0446], [0.9389, 0.1419, 0.6027], [1.4845, -0.4370, 1.5837], [-0.2009, 0.2193, -0.2106], [-0.6715, -0.3861, -0.8567], [0.0437, 0.1254, -0.0352], [0.0662, 0.0819, -0.0136], [-0.0002, 0.1552, 0.0229], [-0.1942, -0.0113, -0.0496], [-0.1971, -0.0589, -0.0185], [-0.1581, -0.0511, -0.2373], [-0.0143, -0.0812, -0.0366], [-0.0997, -0.0503, -0.0083], [0.0015, 0.0100, 0.0220]]
}


[4]
{
  "formula": "C12H25N4O6",
  "method": "ωB97M-V/def2-TZVPD",
  "orbital_gap_ev": 8.26,
  "total_energy_ha": -1142.50781,
  "charge": 1,
  "species": ["N", "C", "C", "C", "C", "C", "N", "C", "N", "N", "H", "H", "H", "H", "H", "H", "H", "H", "H", "H", "H", "H", "H", "H", "H", "H", "H", "C", "C", "O", "C", "O", "O", "H", "H", "H", "H", "C", "C", "O", "C", "O", "O", "H", "H", "H", "H"],
  "coordinates": [[1.5078, -0.5566, -2.3537], [1.4100, -0.0665, -3.7211], [0.5602, 1.2240, -3.8959], [-0.3781, 1.4685, -2.7137], [-1.6648, 2.2292, -2.9920], [-2.5401, 2.3063, -1.7360], [-3.7403, 1.4134, -1.7855], [-3.3685, 0.0828, -2.0362], [-2.6256, -0.5833, -1.1711], [-3.8284, -0.4843, -3.1344], [0.6681, -1.0470, -2.0849], [1.6407, 0.1920, -1.6857], [0.9771, -0.8853, -4.3035], [2.4044, 0.1214, -4.1318], [0.0034, 1.1568, -4.8381], [1.2176, 2.0946, -3.9818], [-0.6600, 0.5001, -2.2885], [0.1695, 1.9804, -1.9157], [-2.1890, 1.7661, -3.8349], [-1.4467, 3.2585, -3.2900], [-1.9442, 2.0798, -0.8416], [-2.9372, 3.3129, -1.6117], [-4.2019, 1.4458, -0.8790], [-2.1912, -1.4604, -1.4252], [-2.0935, -0.0613, -0.4787], [-3.3019, -1.1687, -3.6576], [-4.7244, -0.1870, -3.4919], [-0.5715, -2.8459, 2.2042], [0.9269, -2.5891, 2.1719], [1.0429, -1.7079, 1.0363], [-0.1227, -1.1008, 0.8461], [-0.2992, -0.1796, 0.0918], [-1.0934, -1.6426, 1.6043], [-0.9838, -2.9666, 3.2006], [-0.8643, -3.6934, 1.5839], [1.2884, -2.0654, 3.0532], [1.5345, -3.4730, 2.0128], [3.3319, 0.3090, 6.2338], [2.9471, 1.1363, 5.0171], [3.4030, 0.3105, 3.9382], [3.4794, -0.9668, 4.3718], [3.6781, -1.9104, 3.6729], [3.2950, -1.0237, 5.7072], [2.6404, 0.3914, 7.0665], [4.3455, 0.5183, 6.5765], [1.8668, 1.2615, 4.9272], [3.4319, 2.1061, 4.9636]],
  "forces_ev_per_angstrom": [[0.4789, -0.1768, -0.1093], [-0.2580, 0.1512, 0.0583], [-0.0423, 0.1778, -0.0425], [-0.0869, -0.3769, -0.0105], [0.1764, 0.3540, -0.0509], [-0.1677, 0.2504, -0.0712], [-0.2829, -0.5474, 0.3649], [-0.0048, -0.1769, 0.7105], [0.0203, 0.5358, -0.7542], [0.0411, -0.1150, -0.5182], [0.0760, 0.0418, 0.0759], [0.0783, -0.1202, 0.0300], [0.0563, 0.1280, -0.0829], [-0.0203, -0.1433, 0.1072], [-0.0050, 0.0828, 0.1001], [-0.0206, -0.1016, -0.1453], [0.0881, 0.1790, -0.0505], [-0.0805, -0.0870, 0.0060], [-0.1484, 0.1213, 0.1245], [0.0384, -0.1333, -0.1451], [0.0519, 0.0538, -0.1277], [-0.0736, -0.0991, 0.0218], [-0.0249, 0.1391, -0.0279], [-0.3308, -0.1689, 0.0763], [0.2344, -0.0628, 0.0732], [-0.2861, -0.3629, 0.3386], [0.3671, 0.4630, -0.3208], [0.1665, -0.2066, 0.0457], [-0.1692, -0.0977, 0.1465], [-0.0376, 0.1833, -0.1117], [0.3757, -0.2643, 0.4918], [-0.1255, 0.0558, 0.1091], [-0.0738, 0.1070, -0.2014], [-0.0166, 0.1248, 0.0067], [-0.0038, 0.0101, -0.0123], [0.0114, 0.0157, -0.0293], [0.0211, 0.0322, -0.1117], [0.0417, 0.1181, -0.0413], [-0.0218, -0.0177, 0.1267], [-0.0579, 0.0083, -0.0906], [0.1828, -0.0277, 0.0529], [-0.1750, 0.0875, 0.0252], [-0.0142, -0.0573, 0.0220], [-0.0491, -0.0657, -0.0272], [0.0041, 0.0147, -0.0078], [-0.0078, 0.0073, 0.0113], [0.0745, -0.0336, -0.0349]]
}


[5]
{
  "formula": "C12H25NO6Pd",
  "method": "ωB97M-V/def2-TZVPD",
  "orbital_gap_ev": 7.52,
  "total_energy_ha": -1104.41903,
  "charge": 4,
  "species": ["Pd", "C", "C", "O", "C", "C", "O", "C", "C", "O", "C", "C", "O", "C", "C", "O", "H", "H", "H", "H", "H", "H", "H", "H", "H", "H", "H", "H", "H", "H", "H", "H", "H", "H", "H", "H", "C", "C", "N", "O", "H", "H", "H", "H", "H"],
  "coordinates": [[-0.2154, 0.0531, 0.0706], [1.0765, -2.5019, -0.0650], [0.0781, -2.4388, -1.2050], [0.0065, -0.9904, -1.6020], [-0.9665, -0.6107, -2.6633], [-1.0034, 0.9025, -2.6256], [-1.1697, 1.2774, -1.2014], [-2.4418, 1.8395, -0.6978], [-3.1575, 0.6596, -0.1055], [-2.1324, -0.0697, 0.6973], [-2.3993, -0.3351, 2.1085], [-1.2731, 0.2854, 2.9510], [-0.1140, 0.6691, 2.0602], [1.1634, 0.1278, 2.6026], [1.1793, -1.3688, 2.3155], [0.5837, -1.5344, 0.9444], [2.0886, -2.2190, -0.3598], [1.0891, -3.4895, 0.4057], [-0.9265, -2.7620, -0.9274], [0.4290, -2.9917, -2.0805], [-1.9276, -1.0629, -2.4122], [-0.5906, -1.0229, -3.6019], [-1.8716, 1.2757, -3.1728], [-0.1075, 1.4035, -2.9872], [-2.9528, 2.2900, -1.5501], [-2.1664, 2.6055, 0.0249], [-3.5629, -0.0374, -0.8348], [-3.9373, 0.9760, 0.5893], [-2.4929, -1.4089, 2.2345], [-3.3427, 0.1526, 2.3538], [-0.8976, -0.4421, 3.6620], [-1.5434, 1.2099, 3.4575], [1.2123, 0.3712, 3.6658], [1.9500, 0.6619, 2.0835], [0.5296, -1.9502, 2.9674], [2.1900, -1.7785, 2.3202], [3.5211, 2.1501, -0.4359], [2.5768, 1.0953, -0.9144], [2.8225, 0.4444, -2.0114], [1.5364, 0.9304, -0.1328], [3.5273, 2.9663, -1.1667], [4.5318, 1.7359, -0.3751], [3.2167, 2.5420, 0.5311], [3.6709, 0.6545, -2.5341], [2.2132, -0.2646, -2.3832]],
  "forces_ev_per_angstrom": [[0.6661, 0.0020, 0.1169], [0.0095, 0.0760, -0.0499], [0.1357, 0.0159, 0.1168], [-0.0915, -0.1631, -0.0422], [-0.0601, 0.0430, 0.0845], [-0.2721, -0.3298, 0.0493], [0.5532, 0.8663, 0.0329], [0.0661, -0.3062, -0.1253], [-0.1139, 0.2072, 0.2865], [-0.6731, -0.4122, -0.2283], [0.1502, 0.2752, 0.3124], [0.1169, 0.0782, -0.5481], [-0.0142, -0.1905, 0.2018], [-0.0997, -0.1568, -0.4577], [0.0300, 0.0902, 0.0231], [-0.2934, 0.1829, 0.2271], [-0.0377, 0.0096, 0.0191], [-0.0552, 0.0028, -0.0679], [0.0186, -0.0018, 0.0258], [-0.0068, -0.0180, 0.0240], [0.0289, -0.0185, -0.0424], [-0.0020, 0.0734, -0.0588], [0.0689, 0.0318, -0.0440], [0.0461, -0.0716, 0.0695], [-0.1067, 0.0394, 0.1044], [0.0053, 0.0065, -0.0079], [0.0018, -0.0460, 0.0049], [-0.0729, -0.0681, -0.1314], [0.0218, -0.0746, 0.0222], [-0.0498, -0.1962, 0.0244], [-0.0595, 0.0397, 0.1785], [-0.0661, 0.0326, -0.0828], [-0.0466, -0.0723, 0.0047], [0.0025, 0.0347, 0.0469], [0.0589, -0.0675, -0.0023], [0.0004, 0.0227, -0.0416], [-0.0394, -0.0225, 0.0286], [-0.1282, 0.1610, 0.1789], [-0.1243, -0.0130, 0.0933], [0.4499, 0.0143, -0.2337], [0.0039, 0.0061, 0.0142], [-0.0034, 0.0092, -0.0015], [0.0398, 0.0238, -0.0326], [-0.0302, -0.0226, -0.0125], [-0.0279, -0.0936, -0.0799]]
}